DFT (wB97M-V/def2-TZVPD) results for 5 unconnected molecules or ions with the total composition C12H16NO15.

```
! RIJCOSX wB97M-V def2-TZVPD def2/J DEFGRID3
* xyz -1 1
N 2.0401 -0.9304 0.0710
O 1.1863 -0.4641 0.7871
O 1.9205 -2.0729 -0.3145
O 2.9186 -0.2149 -0.4701
C 1.0348 -2.5226 -4.6724
C 0.9968 -1.5867 -3.4692
O 0.9048 -0.2572 -4.1161
C 0.8503 -0.4555 -5.3866
O 0.7545 0.4693 -6.1725
O 0.9267 -1.6628 -5.8057
H 0.1864 -2.9947 -4.4049
H 2.0017 -2.9605 -4.8063
H 1.8026 -1.6903 -2.8317
H 0.1187 -1.7421 -2.6866
C -0.8733 -2.9698 2.3279
C -1.6199 -2.2420 1.0806
O -2.9200 -2.7136 1.1865
C -3.0482 -3.4035 2.3158
O -4.1582 -3.7385 2.8277
O -1.9466 -3.5781 2.9345
H -0.2238 -2.3017 3.0082
H -0.4831 -3.8023 2.0183
H -1.0725 -2.5928 0.1863
H -1.4092 -1.0900 1.2452
C -0.4726 1.0860 4.0913
C 0.0349 2.1919 3.1216
O -0.9399 3.1575 3.2301
C -1.9677 2.7432 3.9207
O -3.0760 3.3823 4.0961
O -1.7726 1.5298 4.5255
H 0.1278 0.9146 4.9742
H -0.5862 0.1189 3.5482
H 0.2108 1.8041 2.2386
H 1.0756 2.4825 3.3489
C 0.8201 2.0178 -1.7658
C 1.7403 2.9264 -1.0117
O 0.7964 3.9725 -0.5791
C -0.4508 3.6258 -0.7278
O -1.2862 4.3272 -0.3740
O -0.4573 2.4982 -1.5032
H 0.7142 0.8152 -1.4384
H 0.9364 2.1902 -2.8587
H 2.7608 3.2847 -1.5489
H 1.9038 2.4491 -0.1402
*
```

Properties
DFT total energy in Ha: -1650.0645
LUMO energy in eV: 2.44
Energy relative to the best compared isomer or geometry (same formula, charge and spin) in kcal per mole: 24.8

DFT (wB97M-V/def2-TZVPD) results for C12H16O in the gas phase.

```
! RIJCOSX wB97M-V def2-TZVPD def2/J DEFGRID3
* xyz 0 1
C 2.1607 -2.2616 0.7358
C 2.2707 -0.8694 0.1791
C 3.5493 -0.3566 -0.0445
C 3.7513 0.9097 -0.5852
C 2.6533 1.6876 -0.9044
C 1.3691 1.1879 -0.6822
C 1.1519 -0.0810 -0.1490
C -0.2333 -0.6580 0.0717
C -1.4309 0.2531 -0.1801
C -2.2755 0.5148 1.0686
C -3.5272 1.0795 0.4008
C -3.6895 0.0346 -0.7248
O -2.3832 -0.4685 -1.0066
H 2.4425 -3.0022 -0.0057
H 1.1578 -2.5092 1.0559
H 2.8036 -2.3607 1.6044
H 4.4238 -0.9407 0.2013
H 4.7543 1.2655 -0.7563
H 2.7583 2.6756 -1.3193
H 0.5469 1.8278 -0.9499
H -0.3519 -1.5067 -0.5982
H -0.3142 -1.0336 1.0849
H -1.2240 1.1615 -0.7358
H -1.7331 1.1560 1.7551
H -2.5256 -0.4753 1.4348
H -4.3663 1.1280 1.0814
H -3.2707 2.0123 -0.0920
H -4.2025 0.4445 -1.5895
H -4.2655 -0.8148 -0.3507
*
```

Properties
SMILES: Cc1ccccc1C[C@@H]1CCCO1
DFT total energy in Ha: -542.0749
LUMO energy in eV: 1.01
Energy relative to the best compared isomer or geometry (same formula, charge and spin) in kcal per mole: 12.4

Question: LUMO energy of number 1 (C12H16NO15)?
Answer: 2.44 eV